The following is a quantum chemistry calculation of a molecular structure, C28H45As3BF4N4O3ReS2Si, from OMol25.

Each line ends with the Löwdin spin population.
Geometry (Å):
1 Re 0.91 1.05 0.38  0.912
2 C 5.57 3.82 4.37  0.000
3 Si 5.46 2.21 3.43  -0.001
4 C 6.12 2.40 1.69  0.000
5 C 6.33 0.82 4.32  0.000
6 C 3.60 1.74 3.44  -0.006
7 C 2.97 1.60 4.69  0.013
8 C 1.64 1.28 4.82  -0.004
9 C 0.89 1.06 3.67  0.006
10 N 1.45 1.17 2.47  -0.006
11 C 2.77 1.51 2.37  0.007
12 S 3.07 1.57 0.60  -0.069
13 H 6.61 4.14 4.44  0.000
14 H 5.19 3.73 5.38  0.000
15 H 5.01 4.61 3.86  0.000
16 H 7.17 2.69 1.76  0.000
17 H 5.60 3.19 1.13  0.000
18 H 6.07 1.48 1.11  0.000
19 H 7.40 1.04 4.41  0.000
20 H 6.23 -0.12 3.79  0.000
21 H 5.95 0.68 5.34  0.000
22 H 3.55 1.77 5.59  0.001
23 H 1.17 1.19 5.79  0.000
24 H -0.16 0.82 3.70  0.000
25 C 2.03 2.57 -2.82  -0.002
26 As 0.76 1.27 -2.16  0.007
27 C 1.19 -0.25 -3.28  0.006
28 C -0.92 1.93 -2.90  0.001
29 C -2.24 1.22 -2.55  0.000
30 C -2.12 -0.28 -2.82  0.000
31 C -2.63 1.51 -1.09  -0.002
32 As -1.73 0.58 0.37  -0.006
33 C -2.59 1.45 1.87  -0.001
34 C -2.55 -1.19 0.42  -0.001
35 C -3.30 1.87 -3.46  0.000
36 As -5.19 1.26 -3.74  0.000
37 C -5.74 0.35 -2.08  0.000
38 C -4.87 -0.36 -4.80  0.000
39 H 1.91 2.66 -3.90  0.000
40 H 3.03 2.22 -2.60  0.000
41 H 1.86 3.54 -2.35  0.000
42 H 0.85 -0.03 -4.29  0.000
43 H 0.72 -1.17 -2.94  0.000
44 H 2.28 -0.38 -3.30  0.000
45 H -0.76 1.87 -3.98  0.000
46 H -0.98 2.99 -2.64  0.000
47 H -1.33 -0.74 -2.22  0.000
48 H -1.90 -0.48 -3.87  0.000
49 H -3.04 -0.80 -2.57  0.000
50 H -3.68 1.26 -0.94  0.000
51 H -2.52 2.57 -0.88  0.000
52 H -3.67 1.45 1.71  0.000
53 H -2.23 2.47 1.95  0.000
54 H -2.38 0.90 2.79  0.000
55 H -3.60 -1.09 0.13  0.000
56 H -2.52 -1.59 1.43  0.000
57 H -2.07 -1.89 -0.26  0.000
58 H -2.93 1.88 -4.49  0.000
59 H -3.40 2.92 -3.17  0.000
60 H -5.90 1.08 -1.28  0.000
61 H -5.06 -0.43 -1.75  0.000
62 H -6.70 -0.11 -2.30  0.000
63 H -4.27 -0.11 -5.68  0.000
64 H -5.84 -0.71 -5.16  0.000
65 H -4.40 -1.17 -4.25  0.000
66 F 0.08 4.64 -1.31  0.000
67 B -0.39 4.83 -0.08  0.000
68 F 0.14 2.78 0.53  0.090
69 F -1.67 4.63 0.16  0.000
70 F 0.39 5.36 0.84  0.000
71 O -3.91 -4.19 0.49  0.000
72 S -3.84 -5.64 0.58  0.000
73 O -4.63 -6.36 -0.39  0.000
74 O -3.84 -6.15 1.94  0.000
75 C -2.11 -5.96 0.10  0.000
76 N -1.72 -7.07 -0.53  0.003
77 C -0.45 -7.15 -0.89  0.000
78 C 0.48 -6.12 -0.68  0.002
79 C -0.02 -5.04 0.02  0.001
80 N -1.28 -4.98 0.43  0.003
81 C 0.63 -3.75 0.30  0.013
82 C 0.10 -3.01 1.36  -0.001
83 C 0.35 -1.68 1.44  0.006
84 N 1.08 -1.02 0.50  0.013
85 C 1.75 -1.77 -0.40  0.019
86 C 1.58 -3.13 -0.51  -0.001
87 H -0.15 -8.06 -1.40  0.000
88 H 1.50 -6.19 -1.03  0.000
89 H -0.60 -3.48 2.03  0.000
90 H -0.10 -1.06 2.21  0.000
91 H 2.40 -1.23 -1.08  0.002
92 H 2.08 -3.66 -1.31  0.000

Values from the calculation:
* spin multiplicity: 2
* <S²>: 0.77
* highest occupied orbital energy (alpha / beta): -9.564 / -9.565 eV
* DFT total energy: -9834.45576 a.u.
* frontier orbital gap (alpha / beta): 3.80 / 4.10 eV
* charge: +1

***

The following is a quantum chemistry calculation of a molecular structure, C20H30BBr36I2N2O2, from OMol25.

Each line ends with the Mulliken charge.
Geometry (Å):
1 C 11.20 2.44 2.11  -1.006
2 C 9.86 2.35 1.12  -0.137
3 C 9.84 0.87 0.38  -0.539
4 C 8.78 -0.20 1.05  -0.486
5 C 7.28 -0.18 0.39  -0.404
6 B 6.25 0.93 1.03  0.486
7 I 6.23 1.22 3.24  -0.249
8 O 4.93 0.23 0.86  -0.599
9 C 4.45 0.42 -0.54  0.266
10 C 2.79 0.42 -0.41  -0.069
11 N 2.37 -0.96 0.05  -0.500
12 C 5.07 1.92 -0.92  0.028
13 N 3.96 2.91 -1.21  -0.376
14 I 6.32 2.04 -2.73  -0.012
15 O 5.99 2.18 0.22  -0.621
16 H 11.28 1.41 2.66  0.258
17 H 12.18 2.54 1.45  0.246
18 H 11.14 3.31 2.89  0.302
19 H 9.96 3.25 0.36  0.232
20 H 8.89 2.51 1.76  0.107
21 H 10.93 0.41 0.55  0.332
22 H 9.73 1.02 -0.78  0.219
23 H 8.80 -0.10 2.23  0.120
24 H 9.23 -1.28 0.82  0.300
25 H 7.40 -0.10 -0.79  0.015
26 H 6.78 -1.25 0.57  0.177
27 H 4.71 -0.44 -1.30  0.090
28 H 2.30 0.73 -1.46  -0.047
29 H 2.52 1.28 0.35  0.210
30 H 2.44 -0.96 1.11  0.242
31 H 1.39 -1.20 -0.23  0.125
32 H 4.05 3.26 -2.22  0.206
33 H 3.94 3.71 -0.55  0.216
34 C -1.90 0.62 -0.17  -0.328
35 Br -1.58 -1.24 -0.64  -0.065
36 Br -2.39 0.82 1.71  -0.017
37 Br -0.40 1.76 -0.64  0.035
38 H -2.76 0.96 -0.76  0.365
39 C -6.14 1.68 2.54  -0.119
40 Br -7.06 -0.04 2.46  0.054
41 Br -6.18 2.60 0.83  -0.022
42 Br -6.83 2.80 3.98  -0.019
43 H -5.09 1.47 2.77  0.088
44 C 0.12 -0.83 -4.61  -0.085
45 Br 0.02 -1.37 -6.47  -0.073
46 Br 0.99 -2.17 -3.51  -0.007
47 Br 0.96 0.92 -4.40  -0.052
48 H -0.91 -0.73 -4.24  0.177
49 C -9.13 -1.87 6.11  -0.328
50 Br -10.05 -2.18 4.43  0.023
51 Br -7.35 -2.67 6.12  0.000
52 Br -9.07 0.02 6.58  0.102
53 H -9.70 -2.38 6.90  0.293
54 C -2.95 -3.82 -5.14  -0.140
55 Br -4.35 -3.64 -6.47  -0.026
56 Br -3.14 -2.52 -3.70  0.035
57 Br -2.83 -5.64 -4.46  -0.022
58 H -2.00 -3.61 -5.64  0.161
59 C -13.97 -1.63 6.36  -0.348
60 Br -14.07 -2.18 4.49  -0.015
61 Br -13.10 -2.98 7.46  -0.020
62 Br -13.14 0.11 6.56  0.017
63 H -15.00 -1.54 6.72  0.337
64 C -7.39 -7.08 6.17  -0.361
65 Br -7.90 -7.17 4.30  0.044
66 Br -5.65 -6.25 6.42  -0.028
67 Br -8.76 -6.23 7.26  -0.010
68 H -7.30 -8.12 6.53  0.338
69 C 6.16 5.05 -5.97  0.094
70 Br 6.49 4.22 -7.70  -0.009
71 Br 6.85 6.87 -5.90  -0.028
72 Br 4.29 4.97 -5.47  -0.019
73 H 6.72 4.47 -5.22  -0.098
74 C 10.25 2.30 -6.99  -0.415
75 Br 9.13 2.78 -5.47  0.120
76 Br 10.33 3.73 -8.30  -0.038
77 Br 12.02 1.73 -6.42  -0.047
78 H 9.78 1.45 -7.48  0.378
79 C -9.16 3.85 8.79  -0.391
80 Br -8.38 2.70 10.15  -0.007
81 Br -8.54 3.38 7.01  0.008
82 Br -11.10 3.88 8.90  -0.012
83 H -8.81 4.87 9.00  0.351
84 C -7.88 -5.64 0.35  -0.328
85 Br -8.80 -7.35 0.27  -0.043
86 Br -7.91 -4.72 -1.36  -0.053
87 Br -8.57 -4.52 1.79  0.065
88 H -6.83 -5.85 0.58  0.358
89 C -2.69 0.28 -9.76  -0.339
90 Br -2.37 -1.58 -10.23  -0.025
91 Br -3.18 0.47 -7.89  0.012
92 Br -1.19 1.41 -10.24  -0.008
93 H -3.55 0.62 -10.35  0.356

Values from the calculation:
* highest occupied orbital energy: -5.276 eV
* DFT total energy: -94324.70544 a.u.
* frontier orbital gap: 5.77 eV
* charge: -1

***

The following is a quantum chemistry calculation of a single C4H5N3O molecule, from OMol25.

Each line ends with the natural charge from an NBO analysis.
Geometry (Å):
1 H 1.25 -2.85 0.40  0.328
2 N 1.96 -2.22 0.38  -0.670
3 C 1.63 -0.96 0.25  0.286
4 N 0.45 -0.20 -0.07  -0.297
5 C -0.77 -0.80 -0.19  -0.099
6 C -1.85 0.02 -0.21  0.066
7 O -1.66 1.39 0.12  -0.527
8 C -0.33 1.83 -0.09  0.356
9 N 0.65 1.08 -0.14  -0.270
10 H 2.49 -0.22 0.06  0.180
11 H -0.82 -1.92 -0.33  0.235
12 H -2.80 -0.26 -0.65  0.209
13 H -0.36 2.96 -0.19  0.202

Values from the calculation:
* highest occupied orbital energy: -7.984 eV
* DFT total energy: -394.81043 a.u.
* structure (SMILES): [H]/N=C\N1C=COC=N1
* frontier orbital gap: 8.82 eV
* energy above the lowest of the compared OMol25 structures with the same formula, charge and spin: 4.276 eV

***

The following is a quantum chemistry calculation of a single C5H9NO molecule, from OMol25.

Each line ends with the natural charge from an NBO analysis.
Geometry (Å):
1 C -2.13 -0.44 0.04  -0.630
2 C -1.16 0.56 0.62  -0.062
3 N 0.00 0.17 1.42  -0.588
4 C 0.21 0.87 0.15  -0.116
5 C 1.04 0.19 -0.89  0.039
6 C 2.31 -0.38 -0.43  -0.110
7 O 1.21 -1.22 -0.80  -0.497
8 H -2.77 0.07 -0.70  0.217
9 H -2.79 -0.83 0.82  0.216
10 H -1.64 -1.28 -0.45  0.219
11 H -1.67 1.41 1.08  0.191
12 H 0.20 -0.82 1.25  0.354
13 H 0.52 1.91 0.25  0.200
14 H 0.99 0.57 -1.91  0.193
15 H 3.18 -0.41 -1.08  0.185
16 H 2.52 -0.37 0.64  0.190

Values from the calculation:
* highest occupied orbital energy: -9.196 eV
* DFT total energy: -325.82694 a.u.
* structure (SMILES): C[C@H]1N[C@H]1[C@H]1CO1
* frontier orbital gap: 10.34 eV
* energy above the lowest of the compared OMol25 structures with the same formula, charge and spin: 3.010 eV

***

The following is a quantum chemistry calculation of a gas-phase ion, C5H11ClNS (charge +1), from OMol25.

Each line ends with the natural charge from an NBO analysis.
Geometry (Å):
1 N 2.34 -1.60 0.68  -0.588
2 C 3.03 -0.55 0.07  0.062
3 C 2.26 0.91 -0.22  -0.567
4 S 0.50 0.39 -0.77  0.547
5 C -0.80 1.04 0.42  -0.548
6 C -1.95 -0.08 0.83  -0.447
7 C -2.66 -0.81 -0.45  -0.391
8 Cl -4.30 -0.04 -0.96  -0.063
9 H 2.99 -2.44 0.78  0.376
10 H 4.15 -0.76 -0.22  0.233
11 H 2.86 1.39 -1.12  0.290
12 H 2.22 1.61 0.72  0.295
13 H 0.37 0.99 -2.06  0.225
14 H -1.30 2.06 0.05  0.287
15 H -0.22 1.30 1.44  0.281
16 H -2.75 0.38 1.59  0.286
17 H -1.37 -0.92 1.44  0.246
18 H -2.92 -1.94 -0.17  0.258
19 H -2.02 -0.86 -1.42  0.216

Values from the calculation:
* highest occupied orbital energy: -13.769 eV
* DFT total energy: -1109.82771 a.u.
* frontier orbital gap: 9.75 eV
* charge: +1
* energy above the lowest of the compared OMol25 structures with the same formula, charge and spin: 0.760 eV

***

The following is a quantum chemistry calculation of a molecular structure, C5H14Cl5HfN3O27, from OMol25.

Each line ends with the natural charge from an NBO analysis.
Geometry (Å):
1 Hf -7.53 5.67 -21.46  2.545
2 Cl -7.27 5.35 -17.51  2.582
3 O -7.27 5.79 -18.91  -0.904
4 O -7.78 4.01 -17.49  -0.882
5 O -5.92 5.38 -17.02  -0.835
6 O -8.04 6.25 -16.72  -0.824
7 Cl -9.38 2.84 -23.36  2.571
8 O -9.45 2.66 -24.77  -0.791
9 O -10.65 2.88 -22.69  -0.841
10 O -8.59 1.79 -22.79  -0.875
11 O -8.64 4.10 -23.13  -0.904
12 Cl -5.24 6.12 -24.89  2.570
13 O -5.95 6.11 -23.61  -0.911
14 O -5.39 7.41 -25.48  -0.819
15 O -3.85 5.80 -24.65  -0.855
16 O -5.78 5.05 -25.69  -0.855
17 Cl -5.11 8.74 -21.28  2.573
18 O -5.90 7.55 -20.97  -0.921
19 O -3.80 8.32 -21.68  -0.816
20 O -5.78 9.38 -22.39  -0.843
21 O -5.04 9.62 -20.16  -0.835
22 Cl -9.96 7.80 -23.60  2.572
23 O -9.81 7.53 -24.99  -0.797
24 O -11.06 6.98 -23.12  -0.869
25 O -8.74 7.34 -22.90  -0.921
26 O -10.11 9.19 -23.29  -0.829
27 C -4.87 2.86 -22.90  -0.652
28 C -4.78 3.48 -21.51  -0.022
29 O -5.81 4.38 -21.27  -0.878
30 H -5.86 2.57 -23.24  0.228
31 H -4.23 1.98 -22.96  0.187
32 H -4.62 3.70 -23.55  0.249
33 H -3.82 3.95 -21.26  0.182
34 H -4.83 2.64 -20.79  0.130
35 C -9.16 10.07 -20.38  -0.485
36 N -8.67 8.86 -19.64  0.571
37 O -8.47 8.95 -18.46  -0.314
38 O -8.63 7.83 -20.28  -0.418
39 H -10.14 10.01 -20.83  0.246
40 H -8.36 10.25 -21.10  0.266
41 H -9.15 10.85 -19.61  0.210
42 C -8.24 1.34 -19.62  -0.468
43 N -8.86 2.68 -19.86  0.601
44 O -9.99 2.85 -19.48  -0.355
45 O -8.19 3.56 -20.37  -0.408
46 H -8.94 0.62 -20.02  0.239
47 H -8.10 1.35 -18.54  0.246
48 H -7.30 1.36 -20.16  0.248
49 C -12.12 5.32 -20.51  -0.478
50 N -10.83 5.85 -19.97  0.590
51 O -9.84 5.63 -20.63  -0.422
52 O -10.97 6.69 -19.12  -0.317
53 H -11.87 4.55 -21.24  0.260
54 H -12.54 6.18 -21.04  0.252
55 H -12.77 4.94 -19.73  0.221

Values from the calculation:
* highest occupied orbital energy: -4.568 eV
* DFT total energy: -4742.23221 a.u.
* frontier orbital gap: 7.92 eV
* charge: -2
* energy above the lowest of the compared OMol25 structures with the same formula, charge and spin: 0.000 eV